(1)
The following is a DFT calculation (the ωB97M-V functional and the def2-TZVPD basis) of a molecular structure, C8H16CoO4.

Geometry as XYZ:
```
29
Properties=species:S:1:pos:R:3:forces:R:3
C 0.69102 2.83589 0.08517 -0.45 -0.78 -3.05
H 1.72288 2.70303 -0.27087 -0.09 0.15 0.41
H 0.44058 3.90186 0.09993 -0.01 -0.31 -0.20
O 1.26686 -1.68201 1.42243 -0.96 0.50 -1.32
C 1.75639 -0.97620 2.51004 0.49 0.40 0.58
C 0.97058 0.30771 2.75374 -0.09 -0.06 0.54
O 0.82157 0.91397 1.45321 0.38 0.38 -0.01
C 0.46206 2.23148 1.36752 -0.69 -0.40 0.48
Co 0.46162 -0.56764 0.09580 0.92 -0.79 1.28
H 2.81517 -0.69451 2.33621 -0.30 -0.15 0.13
H 1.71590 -1.55913 3.45021 0.04 0.04 -0.41
H 1.50133 0.99819 3.42259 -0.12 -0.15 -0.22
H -0.03983 0.11770 3.14556 0.22 -0.04 -0.05
H -0.25750 2.56048 2.11930 0.28 0.10 -0.20
C -0.18645 2.14063 -1.32940 0.88 2.21 2.51
O -0.23869 0.72788 -1.30141 0.12 -0.38 0.09
C -1.37744 0.19447 -1.99055 -0.53 0.02 -0.39
C -1.17189 -1.28635 -2.17202 -0.15 -0.05 -0.24
O -0.78409 -1.79997 -0.90028 -0.22 0.06 -0.30
C -0.85202 -3.21960 -0.79829 0.08 -0.78 0.24
H -1.17940 2.58843 -1.20108 0.05 -0.40 -0.39
H -1.49092 0.67374 -2.97190 0.06 -0.02 0.24
H -2.26781 0.39849 -1.37745 0.16 -0.04 -0.19
H -0.39281 -1.50922 -2.91591 -0.11 0.06 0.18
H -2.11355 -1.74661 -2.50188 0.18 0.08 0.10
H -0.27904 -3.50733 0.08864 -0.12 0.10 -0.20
H -1.89864 -3.52815 -0.67845 0.25 0.07 -0.13
H -0.40830 -3.68111 -1.69099 -0.13 0.10 0.22
H 0.31244 2.46388 -2.24989 -0.14 0.06 0.29
```
Positions in Å, forces in eV/Å.

Computed properties:
Strongest force on any atom in eV Å⁻¹: 3.5
Energy in Eh: -1997.77675
Net charge: +1
Orbital gap (alpha / beta) in eV: 8.59 / 8.48
HOMO energy (alpha / beta) in eV: -11.1282 / -12.7554
Spin multiplicity: 5

(2)
The following is a DFT calculation (the ωB97M-V functional and the def2-TZVPD basis) of a gas-phase ion, C8H16F3N2O2 (charge +1).

Geometry as XYZ:
```
31
Properties=species:S:1:pos:R:3:forces:R:3
H -2.99375 -1.73133 2.19553 0.07 0.00 -0.02
N -2.51492 -1.45963 1.33773 0.15 0.00 0.41
C -3.27044 -0.89401 0.51219 -0.08 0.23 -0.13
C -2.62299 -0.45089 -0.78587 -0.04 0.07 -0.08
N -1.29896 0.19795 -0.47487 0.08 -0.01 0.04
C -0.09962 -0.34514 -1.23353 -0.06 -0.04 -0.17
C 0.99713 -0.81091 -0.27861 -0.04 -0.01 0.01
O 2.15975 -0.85769 -1.04665 -0.03 0.07 -0.07
C 3.37334 -0.77176 -0.29370 0.07 -0.01 0.11
C 3.60562 -1.97316 0.60468 0.03 0.03 0.02
C -1.40697 1.68749 -0.60050 -0.05 -0.10 0.16
O -0.18612 2.22647 -0.18812 -0.01 0.18 -0.24
C -0.23836 3.05153 0.90614 0.01 -0.20 0.13
F -1.07192 4.06473 0.71168 -0.01 0.12 -0.05
F 0.97390 3.48775 1.13706 -0.04 0.00 -0.01
F -0.68529 2.36588 1.97250 0.01 -0.02 0.06
H -4.32454 -0.66674 0.67706 -0.04 -0.20 -0.16
H -2.41246 -1.32102 -1.40531 -0.17 0.02 0.01
H -3.25207 0.23846 -1.34961 0.12 0.01 -0.01
H -1.12738 -0.00678 0.51975 -0.05 -0.16 0.00
H -0.45592 -1.16228 -1.85731 0.09 0.05 0.00
H 0.29175 0.44086 -1.87876 -0.02 -0.01 0.10
H 1.09259 -0.09858 0.55752 0.02 -0.01 -0.08
H 0.74213 -1.79561 0.13484 -0.01 0.09 0.09
H 4.16033 -0.68353 -1.04210 -0.08 -0.04 0.02
H 3.35891 0.15882 0.29094 0.01 -0.07 -0.05
H 4.63824 -1.96543 0.96058 -0.07 -0.02 -0.03
H 2.96230 -1.96202 1.48851 -0.01 -0.02 -0.10
H 3.43812 -2.90049 0.05227 0.05 0.06 0.04
H -1.59190 1.92303 -1.64920 0.07 -0.03 0.06
H -2.24052 2.01400 0.02515 0.04 0.02 -0.09
```
Positions in Å, forces in eV/Å.

Computed properties:
Strongest force on any atom in eV Å⁻¹: 0.4
Energy in Eh: -873.74838
Net charge: +1
SMILES string: [H]/N=C/C[N@@H+](CCOCC)COC(F)(F)F
Orbital gap in eV: 10.00
HOMO energy in eV: -13.2512
Spin multiplicity: 1

(3)
The following is a DFT calculation (the ωB97M-V functional and the def2-TZVPD basis) of a gas-phase ion, C8H16IN3P (charge +1).

Geometry as XYZ:
```
29
Properties=species:S:1:pos:R:3:forces:R:3
C -0.82721 -2.83173 0.07605 -0.78 1.90 1.47
C 0.13102 3.71306 -0.99952 -1.11 0.16 2.90
C 0.91712 0.18118 -0.40601 0.43 2.37 2.70
C -1.25149 1.52764 -0.15615 -2.29 -0.77 -2.87
C -0.84378 -0.21499 1.27408 -0.65 -0.41 0.00
C 1.28836 0.38047 -1.84622 0.61 1.02 3.28
C -0.44340 0.62600 2.48167 3.96 -0.39 -0.72
C 1.48300 -2.62747 -0.34799 3.07 0.00 -0.54
N 0.16445 -0.74276 0.32072 1.93 0.76 -0.60
N -1.83685 0.48435 0.57915 -0.64 1.63 -1.61
N 0.23503 -2.07484 0.00989 -2.60 0.34 0.15
P -0.47071 2.99156 0.40786 1.16 0.93 -0.07
I -3.58909 -0.48766 -0.11243 1.19 0.67 0.20
H -1.69195 -2.35684 0.61681 0.77 -1.07 -1.37
H -0.84221 -3.85118 -0.20167 0.42 -0.81 -0.14
H 0.40801 4.72962 -0.81980 0.74 0.45 0.15
H -0.16220 3.55452 -1.96924 -0.41 -0.89 -2.33
H 1.47836 0.93114 0.33270 -1.32 -1.68 -1.79
H -1.79323 1.67310 -1.16509 1.07 -0.29 1.40
H -1.33486 -1.05801 1.60210 -0.63 -1.84 1.47
H 2.33942 0.47245 -1.91875 1.28 0.33 0.05
H 0.86326 1.30332 -2.12959 -0.42 1.21 -0.52
H 1.05948 -0.32515 -2.50583 -1.56 -3.18 -2.63
H -0.68215 0.01039 3.33540 0.35 0.16 0.53
H -1.00285 1.53745 2.50195 -0.10 0.38 0.13
H 0.73559 0.86760 2.39291 -2.76 -0.44 0.71
H 1.59707 -2.97825 -1.34417 -0.76 -0.20 -1.17
H 1.71005 -3.46731 0.26126 -0.10 -0.71 0.78
H 2.36177 -1.96765 -0.27009 -0.86 0.37 0.44
```
Positions in Å, forces in eV/Å.

Computed properties:
Strongest force on any atom in eV Å⁻¹: 4.4
Energy in Eh: -1117.19285
Net charge: +1
Orbital gap (alpha / beta) in eV: 6.34 / 6.27
HOMO energy (alpha / beta) in eV: -10.7334 / -10.8795
Spin multiplicity: 1

(4)
The following is a DFT calculation (the ωB97M-V functional and the def2-TZVPD basis) of a gas-phase ion, C8H16IN4 (charge +1).

Geometry as XYZ:
```
29
Properties=species:S:1:pos:R:3:forces:R:3
H -3.31112 -0.64307 -1.65206 -0.33 -0.57 0.15
N -3.48094 -1.24281 -0.82875 0.97 1.08 2.02
C -2.87586 -0.65906 0.16251 -0.35 0.24 -2.87
C -2.11356 0.69053 -0.13852 0.22 -0.84 0.97
C -0.50523 0.56054 -0.07300 -0.30 3.85 2.60
C 0.11029 -0.52022 0.89064 -0.59 -1.02 -0.49
C 0.24495 -2.00865 0.36203 1.26 -0.36 1.31
C 1.77022 -2.45665 0.52546 -0.90 -0.43 0.15
I -0.34001 -2.42191 -1.67094 0.16 0.01 0.29
C -0.15521 1.92740 0.76276 0.17 1.23 0.54
N 1.13784 2.45870 0.17522 1.03 -2.18 0.08
C 1.51577 1.39878 -0.77474 -3.15 1.94 0.59
N 2.72427 0.96678 -1.00379 -1.59 0.50 0.24
N 0.24973 0.93545 -1.31301 1.58 -2.33 -0.90
H -2.87064 -1.11545 1.18203 -0.04 0.51 -0.85
H -2.41069 1.17793 -1.11033 0.15 -0.86 0.84
H -2.43768 1.41524 0.66957 0.55 -0.77 -0.83
H -0.56978 -0.54919 1.79801 0.72 0.25 -1.08
H 1.12320 -0.22475 1.31147 -1.09 -0.02 -0.71
H -0.36402 -2.68275 1.03502 0.51 0.72 -1.06
H 1.89428 -3.52039 0.16499 0.03 1.31 0.24
H 2.44204 -1.74868 -0.03521 -0.57 -0.85 0.52
H 2.01693 -2.46206 1.62579 -0.10 0.20 -1.06
H -0.07178 1.79147 1.87978 0.16 -0.09 -1.25
H -0.83445 2.81279 0.62891 0.03 -1.28 0.02
H 0.80122 3.16964 -0.49410 0.83 0.04 0.38
H 3.36687 0.94894 -0.20459 0.26 0.76 -0.80
H 2.94324 0.60396 -1.93286 0.00 -0.77 0.60
H -0.25284 1.60258 -1.90781 0.37 -0.27 0.38
```
Positions in Å, forces in eV/Å.

Computed properties:
Strongest force on any atom in eV Å⁻¹: 4.7
Energy in Eh: -830.76755
Net charge: +1
SMILES string: [H]/N=C\C[C@]1(C[C@H](C)I)CNC(N)=[NH+]1
Orbital gap in eV: 6.82
HOMO energy in eV: -12.0900
Spin multiplicity: 1

(5)
The following is a DFT calculation (the ωB97M-V functional and the def2-TZVPD basis) of a molecular structure, C8H16IrN3O5PS3.

Geometry as XYZ:
```
37
Properties=species:S:1:pos:R:3:forces:R:3
Ir -1.74903 0.72136 -0.30354 0.04 0.12 -0.10
O -4.88933 0.51751 0.23536 0.20 -0.33 -0.09
S -4.26925 1.40090 -1.08574 -0.34 -0.07 0.18
O -5.37376 2.05166 -1.64676 0.00 0.06 0.03
O -3.49860 0.42198 -1.85529 0.14 -0.16 0.12
O -3.26878 2.21221 -0.33263 0.06 -0.01 0.01
C 3.28058 1.89705 -0.21181 0.00 0.00 -0.01
N 2.86443 0.93103 0.91847 0.00 0.01 0.01
C 3.30479 -0.49065 0.51413 0.00 -0.04 -0.01
N 2.76264 -0.83799 -0.75115 0.02 0.00 0.02
C 3.18113 0.11562 -1.77798 0.01 -0.01 -0.02
N 2.73872 1.47221 -1.45321 0.01 -0.03 0.04
C 1.29115 1.64434 -1.56351 -0.07 0.04 -0.02
P 0.44384 0.52357 -0.36633 0.17 -0.06 0.19
C 1.38573 0.99222 1.16023 0.00 0.02 -0.02
C 1.31726 -1.05790 -0.73762 -0.03 0.00 0.00
H 4.36966 1.87474 -0.23498 0.00 0.01 -0.01
H 2.93279 2.88990 0.07006 0.00 0.00 0.00
H 3.35503 1.19906 1.77524 0.00 -0.01 0.00
H 2.97140 -1.16674 1.30046 0.00 0.01 0.00
H 4.39369 -0.46979 0.47908 0.00 0.01 -0.01
H 2.77130 -0.18150 -2.74115 0.00 0.00 0.00
H 4.26890 0.10484 -1.84753 0.00 0.01 0.00
H 0.97160 1.41282 -2.58073 0.00 0.00 0.00
H 1.01570 2.68061 -1.35791 0.00 0.00 -0.02
H 1.13955 0.31601 1.98070 -0.01 0.00 0.00
H 1.12041 2.00857 1.45451 0.00 -0.01 0.02
H 0.99078 -1.42925 -1.71038 0.01 0.00 0.00
H 1.05444 -1.81340 0.00570 -0.01 0.01 0.01
C -4.26179 -3.49647 1.84608 -0.02 0.02 0.01
O -3.19043 -2.49466 1.90046 -0.05 0.06 -0.14
C -3.30673 -1.34451 1.32893 0.20 -0.07 0.21
S -4.72632 -1.08440 0.40087 -0.11 0.44 -0.08
S -1.92000 -0.32288 1.65689 -0.22 -0.03 -0.36
H -4.42273 -3.80259 0.81275 0.04 0.03 0.00
H -5.16108 -3.06904 2.28633 -0.01 -0.03 0.02
H -3.88770 -4.32643 2.43202 -0.01 0.01 0.03
```
Positions in Å, forces in eV/Å.

Computed properties:
Strongest force on any atom in eV Å⁻¹: 0.5
Energy in Eh: -2494.47919
Net charge: +2
Orbital gap (alpha / beta) in eV: 7.27 / 7.46
HOMO energy (alpha / beta) in eV: -15.3608 / -15.6673
Spin multiplicity: 2

(6)
The following is a DFT calculation (the ωB97M-V functional and the def2-TZVPD basis) of 3 unconnected molecules or ions with the total composition C8H16N2O.

Geometry as XYZ:
```
27
Properties=species:S:1:pos:R:3:forces:R:3
C -10.90165 0.85756 0.60354 5.27 2.54 1.38
C -13.52294 -0.95953 -0.40255 1.13 1.52 -0.33
C -12.75795 1.41080 -0.40307 -0.16 0.97 2.75
C -13.26574 -2.32732 -0.03149 -1.77 -0.27 1.31
C 13.53970 -0.40669 -1.81337 0.91 2.20 1.01
C 13.78141 -0.30852 -0.34483 -1.87 1.53 -3.57
C 12.99210 0.47861 0.51575 -2.04 0.30 -0.79
C 13.69498 1.10348 1.63748 1.67 -0.89 1.31
N -11.45038 -0.24798 0.53333 -1.23 -2.51 0.48
N -12.66766 -0.01573 -0.13231 -0.77 -0.85 -0.07
O -11.47140 1.91645 -0.00829 0.38 -0.97 0.17
H -9.29620 0.91616 1.38547 -4.41 0.11 -2.18
H -14.38897 -0.69677 -1.03391 0.38 0.07 0.61
H -13.02049 1.57835 -1.37637 -0.13 0.65 -2.69
H -13.45584 1.94586 0.25954 -0.15 -0.62 -0.15
H -13.02136 -2.90229 -0.85080 -0.10 -1.29 -2.41
H -12.47229 -2.55581 0.58751 1.90 0.57 1.58
H -14.11831 -2.77736 0.48270 -0.36 0.09 -0.46
H 14.20059 -1.10552 -2.33765 -0.50 0.08 0.17
H 13.88485 0.74281 -2.18151 -1.05 -2.68 0.90
H 12.45040 -0.52163 -1.92778 0.37 0.22 -0.65
H 14.62912 -0.72494 0.01871 2.61 -1.65 1.38
H 12.35827 1.20056 -0.03407 -0.35 -0.95 0.27
H 12.44621 -0.30072 1.11192 -0.55 -0.13 -0.94
H 13.84251 2.12048 1.57659 -0.16 2.39 -0.43
H 13.31390 0.86521 2.60435 -0.39 -0.10 0.56
H 14.67716 0.71449 1.56110 1.35 -0.32 0.76
```
Positions in Å, forces in eV/Å.

Computed properties:
Strongest force on any atom in eV Å⁻¹: 6.0
Energy in Eh: -498.34493
Net charge: +2
Orbital gap in eV: 8.12
HOMO energy in eV: -15.5603
Spin multiplicity: 1